{"formula": "C24H32BN14Sn", "method": "ωB97M-V/def2-TZVPD", "total_charge": 4, "lumo_ha": [-0.4516, -0.4869], "gap_ev": [6.570, 4.897], "multiplicity": 2, "total_energy_ha": -1938.14128, "homo_ev": [-18.86, -18.15], "species": ["Sn", "C", "C", "N", "N", "C", "B", "N", "C", "C", "C", "N", "N", "C", "C", "C", "N", "N", "C", "C", "C", "N", "H", "H", "H", "H", "H", "H", "H", "H", "H", "H", "H", "H", "N", "C", "C", "N", "C", "C", "N", "C", "C", "N", "H", "H", "H", "H", "H", "H", "C", "C", "N", "C", "C", "C", "C", "N", "H", "H", "H", "H", "H", "H", "H", "H", "H", "H", "H", "H", "H", "H"], "positions_angstrom": [[-0.0523, -1.0202, -0.0210], [-3.2110, 1.2057, -2.1418], [-2.1049, 1.0961, -1.3126], [-1.8203, -0.1881, -1.0868], [-2.7340, -0.9327, -1.7766], [-3.5765, -0.0965, -2.4134], [-2.6165, -2.4627, -1.6138], [-1.2612, -2.9383, -2.1920], [-0.9716, -3.8531, -3.1384], [0.3924, -3.8946, -3.3283], [0.8959, -2.9514, -2.4431], [-0.1014, -2.3715, -1.7700], [-2.6747, -2.7797, -0.0955], [-3.6443, -3.2817, 0.6943], [-3.1911, -3.3283, 1.9956], [-1.9085, -2.7991, 1.9351], [-1.6036, -2.4643, 0.6795], [-3.7318, -3.2735, -2.3511], [-4.1158, -4.5024, -2.1596], [-5.0739, -4.8325, -3.1878], [-5.1540, -3.6392, -3.9731], [-4.3613, -2.7270, -3.5080], [-3.6899, 2.0994, -2.5007], [-1.4963, 1.8612, -0.8557], [-4.3771, -0.4704, -3.0244], [-1.7415, -4.4097, -3.6452], [0.9388, -4.5159, -4.0160], [1.9180, -2.6548, -2.2681], [-4.6080, -3.5629, 0.3031], [-3.7235, -3.6890, 2.8581], [-1.1840, -2.6465, 2.7190], [-3.7394, -5.1308, -1.3654], [-5.5662, -5.7828, -3.3366], [-5.7566, -3.4604, -4.8515], [2.5026, -2.1095, 5.4342], [1.2802, -1.7790, 5.8610], [0.5674, -1.4084, 4.7074], [1.3309, -1.5084, 3.6236], [2.5325, -1.9478, 4.0627], [3.6370, -2.2129, 3.2412], [3.6441, -2.0558, 1.9004], [4.8538, -2.4059, 1.4959], [5.6518, -2.8030, 2.5953], [4.8707, -2.6726, 3.6700], [3.2449, -2.4242, 6.0426], [0.9923, -1.8161, 6.8998], [-0.4536, -1.0622, 4.6767], [5.1615, -2.3795, 0.4630], [6.6715, -3.1517, 2.6487], [5.1644, -2.8978, 4.6099], [2.6630, 7.1381, -1.1491], [1.3223, 6.4432, -1.4280], [1.0393, 5.3871, -0.4562], [0.8343, 5.8280, 0.9302], [2.0272, 5.4946, 1.8319], [0.9973, 4.0484, -0.8188], [1.3740, 3.6683, -2.2180], [0.6346, 3.1243, 0.0166], [2.8190, 7.8660, -1.9436], [3.4882, 6.4273, -1.1675], [2.6592, 7.6741, -0.2024], [1.3011, 6.0291, -2.4281], [0.5053, 7.1641, -1.3284], [-0.0905, 5.3824, 1.3014], [0.6767, 6.9029, 0.8894], [2.2479, 4.4281, 1.8429], [1.7812, 5.8110, 2.8444], [2.9188, 6.0317, 1.5169], [2.3653, 4.0382, -2.4808], [0.6617, 4.0598, -2.9453], [1.3753, 2.5848, -2.2807], [0.3924, 3.5009, 0.9328]]}

---

{"formula": "C4H8O3", "method": "ωB97M-V/def2-TZVPD", "lumo_ha": [-0.0243, 0.0026], "gap_ev": [6.176, 7.500], "total_energy_ha": -382.74931, "homo_ev": [-6.84, -7.43], "species": ["C", "O", "C", "O", "C", "C", "O", "H", "H", "H", "H", "H", "H", "H", "H"], "positions_angstrom": [[2.0230, 0.2431, 0.2884], [0.6269, 0.4051, 0.4978], [-0.1944, -0.8273, 0.2320], [0.3041, -1.7392, -0.4152], [-1.4509, -0.5804, 0.7238], [-0.4942, 1.2265, -0.8532], [-2.4897, -1.4368, 0.4597], [2.4345, -0.3358, 1.1224], [2.4649, 1.2425, 0.2893], [2.2288, -0.2818, -0.6478], [-1.6541, 0.1762, 1.4683], [0.1853, 2.0742, -0.8152], [-1.5258, 1.4737, -0.6423], [-0.3475, 0.5497, -1.6895], [-2.1108, -2.1896, -0.0185]]}

---

{"formula": "C13H32Br3CaClFI2LiN2NaO11P", "method": "ωB97M-V/def2-TZVPD", "lumo_ha": -0.1578, "gap_ev": 1.766, "total_energy_ha": -11517.10212, "homo_ev": -6.06, "species": ["C", "C", "I", "C", "I", "P", "N", "O", "C", "C", "O", "H", "H", "H", "H", "H", "H", "H", "H", "H", "H", "H", "H", "H", "O", "H", "H", "Na", "Ca", "O", "C", "O", "C", "C", "C", "H", "H", "H", "H", "H", "H", "H", "H", "O", "Cl", "O", "O", "O", "C", "Br", "Br", "Br", "H", "C", "C", "O", "N", "C", "H", "H", "H", "H", "H", "H", "H", "O", "H", "F", "Li"], "positions_angstrom": [[1.6560, 1.1071, 4.5924], [1.9311, 0.3429, 3.1684], [3.6657, 1.4077, 2.2524], [0.7204, 0.4587, 2.0696], [0.9966, 2.3475, 0.9918], [-1.0363, 0.1736, 2.7611], [-1.6053, 1.5597, 1.7306], [-1.2161, -0.9926, 1.4327], [-1.0478, -2.3917, 1.9317], [-1.4799, -2.2201, 3.5357], [-0.6370, -1.0578, 3.9447], [1.2830, 2.2141, 4.4606], [2.7013, 1.1484, 5.1584], [0.9209, 0.5394, 5.3087], [2.2441, -0.7936, 3.3546], [0.9111, -0.4094, 1.2726], [-2.4483, 0.0740, 3.0870], [-1.0159, 1.2024, 3.7936], [-1.7311, 2.3787, 2.3990], [-2.6044, 1.2995, 1.4895], [0.1287, -2.5251, 1.9883], [-1.5373, -3.2658, 1.3266], [-1.3836, -3.1508, 4.2381], [-2.6475, -2.0664, 3.4750], [5.5394, 0.1651, 5.2392], [4.9487, 0.3676, 4.4982], [6.1694, 0.9013, 5.2444], [-1.6475, 3.5113, 0.0940], [2.5525, -1.6851, 4.5618], [2.2069, 1.4148, -0.6866], [2.0578, 0.9386, -1.8110], [2.5776, -0.2725, -2.1141], [2.3135, -0.9916, -3.3339], [3.2342, -0.5276, -4.4454], [1.3746, 1.7276, -2.8881], [1.2555, -0.9292, -3.6062], [2.5149, -2.0467, -3.1196], [3.0808, 0.5286, -4.6820], [3.0669, -1.1130, -5.3539], [4.2810, -0.6341, -4.1437], [2.0868, 2.4345, -3.3216], [0.5428, 2.2798, -2.4398], [0.9418, 1.1167, -3.6784], [3.1829, -4.4221, 2.4515], [3.1525, -5.3079, 1.3039], [2.2274, -4.7876, 0.3160], [2.7206, -6.6272, 1.7228], [4.4791, -5.3949, 0.7252], [-0.3258, -4.2857, -2.1803], [-0.9659, -2.7603, -1.1569], [-0.8676, -5.9736, -1.3792], [-0.8465, -4.1722, -4.0511], [0.7684, -4.2543, -2.1504], [-3.2120, 3.3581, -4.5416], [-3.9686, 4.3322, -3.6822], [-3.4299, 4.9463, -2.7636], [-5.2921, 4.5292, -3.9426], [-6.1066, 3.9150, -4.9638], [-2.1709, 3.3122, -4.2090], [-3.6476, 2.3598, -4.4498], [-3.2269, 3.6871, -5.5839], [-5.7277, 5.1997, -3.3196], [-6.5132, 4.7087, -5.5953], [-6.9304, 3.3928, -4.4710], [-5.5439, 3.2113, -5.5786], [-0.3607, -4.5674, 6.3555], [-0.7001, -3.6961, 6.4501], [-0.8304, -0.3392, -2.0823], [-1.7304, 5.0696, 3.0000]]}

---

{"formula": "C4HNO4", "method": "ωB97M-V/def2-TZVPD", "lumo_ha": -0.0828, "gap_ev": 8.549, "total_energy_ha": -508.68693, "homo_ev": -10.80, "species": ["O", "C", "C", "N", "C", "O", "C", "O", "O", "H"], "positions_angstrom": [[-0.7143, 2.5826, -1.1353], [0.1440, 1.7474, -0.9921], [-0.0339, 0.4496, -0.3097], [1.0996, -0.1329, -0.0384], [0.7399, -1.3862, 0.5426], [1.2109, -2.5308, 0.5117], [-0.8540, -1.1101, 0.8729], [-1.6190, -1.7525, 1.5192], [-1.1589, 0.0975, 0.1968], [1.1858, 2.0355, -1.1676]]}

---

{"formula": "C43H72N4O7", "method": "ωB97M-V/def2-TZVPD", "lumo_ha": -0.0114, "gap_ev": 8.076, "total_energy_ha": -2427.15190, "homo_ev": -8.38, "species": ["H", "N", "C", "C", "C", "C", "C", "C", "C", "N", "C", "C", "N", "C", "C", "C", "C", "C", "C", "C", "C", "C", "C", "O", "C", "O", "C", "C", "N", "C", "H", "H", "H", "H", "H", "H", "H", "H", "H", "H", "H", "H", "H", "H", "H", "H", "H", "H", "H", "H", "H", "H", "H", "H", "H", "H", "H", "H", "H", "H", "H", "C", "C", "C", "O", "C", "H", "H", "H", "H", "H", "H", "H", "H", "C", "C", "C", "O", "C", "H", "H", "H", "H", "H", "H", "H", "H", "C", "C", "C", "O", "C", "H", "H", "H", "H", "H", "H", "H", "H", "C", "C", "C", "O", "C", "H", "H", "H", "H", "H", "H", "H", "H", "C", "C", "C", "O", "C", "H", "H", "H", "H", "H", "H", "H", "H"], "positions_angstrom": [[0.0204, -0.4877, 2.7125], [-0.3149, -1.4086, 2.3795], [-1.5161, -1.2451, 1.9094], [-2.3561, -2.4962, 1.3448], [-2.2435, 0.1473, 1.8473], [-1.6491, 1.1541, 0.8064], [-1.4004, 2.5220, 1.2899], [-0.8634, 3.5727, 0.3642], [-0.6315, 5.0475, 0.8878], [0.8087, 5.2475, 1.2142], [-0.5756, 3.1948, -1.0062], [-0.8135, 1.8112, -1.5663], [-0.5181, 1.6306, -2.9167], [-0.7772, 0.3328, -3.2415], [-0.5268, -0.0612, -4.7630], [-0.7443, 1.2779, -5.6179], [-1.2674, -0.7536, -2.3224], [-1.4879, -2.2431, -2.7936], [-0.3110, -3.0815, -2.1108], [1.1169, -2.6952, -2.6652], [2.1430, -3.9260, -2.6999], [2.6223, -4.2187, -4.2070], [4.0931, -3.6778, -4.3842], [4.1937, -2.2813, -3.9951], [3.8475, -1.4334, -5.0210], [3.1695, -1.7606, -5.9783], [4.2868, 0.0574, -4.9636], [4.1766, 0.8366, -3.8481], [-1.5500, -0.5126, -1.0142], [-1.3318, 0.8037, -0.6249], [-1.9869, -2.8324, 0.3366], [-3.4255, -2.1665, 1.1714], [-2.4046, -3.3477, 2.0763], [-3.3540, 0.0808, 1.6698], [-2.1325, 0.6176, 2.8730], [-1.6183, 2.8023, 2.3586], [-1.2646, 5.2160, 1.8013], [-0.9881, 5.7808, 0.1047], [1.3101, 4.9936, 0.3492], [1.0396, 4.4688, 1.8504], [-0.1480, 3.9773, -1.6926], [0.4940, -0.4923, -4.9335], [-1.3275, -0.7640, -5.1408], [0.0004, 2.0744, -5.3760], [-1.8120, 1.5840, -5.4181], [-0.6938, 1.0664, -6.7256], [-2.4911, -2.6367, -2.4708], [-1.3788, -2.3737, -3.8988], [-0.3163, -2.8360, -1.0071], [-0.4351, -4.1952, -2.2753], [1.1164, -2.2654, -3.7015], [1.5968, -1.9365, -1.9724], [1.7076, -4.8763, -2.2903], [3.0617, -3.7063, -2.0811], [2.5600, -5.3369, -4.3616], [1.9116, -3.7633, -4.9516], [4.7574, -4.2493, -3.6854], [4.4351, -3.8433, -5.4496], [4.6958, 0.5705, -5.8763], [4.4288, 1.9251, -3.8337], [3.8178, 0.3879, -2.8799], [3.6884, -0.5628, 5.5630], [2.6963, -1.7045, 5.6647], [1.5139, -1.0372, 6.3412], [1.5272, 0.3380, 5.9337], [2.7766, 0.6190, 5.2878], [4.4454, -0.7044, 4.7910], [4.1987, -0.4278, 6.5215], [2.4113, -2.0387, 4.6635], [3.0735, -2.5658, 6.2177], [1.6099, -1.0656, 7.4321], [0.5601, -1.4931, 6.0640], [2.5823, 0.7278, 4.2150], [3.1815, 1.5598, 5.6653], [-1.4552, 1.0244, 6.4884], [-2.4471, -0.1185, 6.5907], [-3.6306, 0.5521, 7.2655], [-3.6159, 1.9254, 6.8568], [-2.3669, 2.2055, 6.2110], [-0.6981, 0.8813, 5.7194], [-0.9465, 1.1617, 7.4471], [-2.7298, -0.4555, 5.5880], [-2.0715, -0.9790, 7.1459], [-3.5343, 0.5248, 8.3564], [-4.5845, 0.0980, 6.9893], [-2.5611, 2.3137, 5.1371], [-1.9621, 3.1468, 6.5875], [-4.5833, 8.6759, 2.3439], [-3.1782, 9.2238, 2.1893], [-2.3341, 8.0746, 2.7091], [-3.0529, 6.8677, 2.4187], [-4.3857, 7.2080, 2.0130], [-5.3179, 9.1618, 1.7009], [-4.9122, 8.7845, 3.3817], [-2.9622, 9.3974, 1.1308], [-3.0073, 10.1557, 2.7290], [-2.2046, 8.1355, 3.7949], [-1.3472, 8.0342, 2.2430], [-4.4643, 7.0303, 0.9349], [-5.1009, 6.5617, 2.5250], [0.5386, -5.4873, 5.1908], [1.0054, -4.5901, 4.0607], [-0.0050, -4.8972, 2.9742], [-1.2316, -5.2380, 3.6377], [-0.9697, -5.4293, 5.0322], [0.8748, -5.1653, 6.1776], [0.8949, -6.5086, 5.0248], [0.9207, -3.5418, 4.3591], [2.0347, -4.7744, 3.7501], [0.3045, -5.7615, 2.3756], [-0.1745, -4.0469, 2.3126], [-1.3922, -4.5746, 5.5727], [-1.4650, -6.3388, 5.3781], [1.9250, -2.7840, -9.5128], [2.0867, -2.3010, -10.9414], [1.2523, -1.0323, -10.9405], [1.3178, -0.4956, -9.6141], [1.8963, -1.4774, -8.7413], [2.7186, -3.4552, -9.1828], [0.9687, -3.3048, -9.4029], [3.1360, -2.0582, -11.1344], [1.7611, -3.0242, -11.6902], [0.2017, -1.2472, -11.1651], [1.6157, -0.2902, -11.6544], [2.9066, -1.1457, -8.4857], [1.3107, -1.5440, -7.8238]]}